Record 1
Molecular formula: C2HN3O2
Method: DFT, wB97M-V/def2-TZVPD

Geometry as XYZ:
```
8
Properties=species:S:1:pos:R:3
C -0.658 0.443 0.979
C 0.617 -1.917 -0.346
N -1.281 -0.308 1.594
N 0.881 -0.886 -0.827
N 0.065 1.176 0.272
O -0.326 1.886 -0.813
O 0.374 -3.006 -0.024
H 0.328 2.612 -0.836
```

Its HOMO-LUMO gap (spin up / spin down) is 0.20963 / 0.20954 Eh. The calculation puts the electronic energy at -391.3166 Eh. The net charge is 0. Its HOMO energy (spin up / spin down) is -9.99 / -9.99 eV. The calculation puts the relative energy (zero: lowest compared OMol25 entry of this formula, charge and spin) at 178.3 kcal/mol. The spin multiplicity is 1.

---

Record 2
Molecular formula: C2HN3O3
Method: DFT, wB97M-V/def2-TZVPD

Geometry as XYZ:
```
9
Properties=species:S:1:pos:R:3
O 1.644 0.727 -0.880
C 0.504 0.222 -0.763
N -0.114 -0.848 -1.484
N -1.065 -1.582 -1.044
O -1.265 -1.670 0.465
N -0.718 -0.643 1.215
C -0.144 0.463 0.599
O 0.145 1.472 1.240
H 1.014 1.859 0.654
```

Its HOMO-LUMO gap is 0.30521 Eh. The calculation puts the electronic energy at -466.5986 Eh. The net charge is 0. Its HOMO energy is -10.12 eV. The calculation puts the relative energy (zero: lowest compared OMol25 entry of this formula, charge and spin) at 168.9 kcal/mol. The spin multiplicity is 1.

---

Record 3
Molecular formula: C2HN3S
Method: DFT, wB97M-V/def2-TZVPD

Geometry as XYZ:
```
7
Properties=species:S:1:pos:R:3
C -1.109 -0.141 0.033
N -0.872 1.125 -0.050
N 0.466 1.439 0.020
C 1.041 0.299 0.025
N 0.280 -0.785 0.069
S 2.107 -1.124 -0.047
H -1.912 -0.813 -0.050
```

Its HOMO-LUMO gap is 0.28223 Eh. The calculation puts the electronic energy at -639.0928 Eh. The net charge is 0. Its HOMO energy is -9.59 eV. The calculation puts the relative energy (zero: lowest compared OMol25 entry of this formula, charge and spin) at 63.7 kcal/mol. The spin multiplicity is 1.

---

Record 4
Molecular formula: C2HN4O2
Method: DFT, wB97M-V/def2-TZVPD

Geometry as XYZ:
```
9
Properties=species:S:1:pos:R:3
C 0.373 -0.196 0.469
C -1.781 0.062 -0.204
N 1.219 0.499 1.172
N 0.890 -0.725 -0.639
N 2.392 0.412 0.428
N 2.126 -0.251 -0.611
O -1.022 -0.315 0.780
O -1.371 0.607 -1.180
H -2.825 -0.093 -0.215
```

Its HOMO-LUMO gap is 0.32963 Eh. The calculation puts the electronic energy at -446.3315 Eh. The net charge is -1. Its HOMO energy is -5.08 eV. The calculation puts the relative energy (zero: lowest compared OMol25 entry of this formula, charge and spin) at 24.2 kcal/mol. The spin multiplicity is 1.

---

Record 5
Molecular formula: C2HN4O4
Method: DFT, wB97M-V/def2-TZVPD

Geometry as XYZ:
```
11
Properties=species:S:1:pos:R:3
C -0.074 -0.098 0.192
C -1.381 -0.373 0.595
N -0.193 0.832 -0.917
N -1.308 1.187 -1.102
N -2.225 0.328 -0.108
N 3.140 -0.382 -0.282
O 1.053 -0.499 0.456
O -3.377 0.656 0.148
O 3.454 0.255 0.557
O 3.063 -1.081 -1.142
H -2.153 -0.825 1.602
```

Its HOMO-LUMO gap (spin up / spin down) is 0.26581 / 0.26704 Eh. The calculation puts the electronic energy at -596.1597 Eh. The net charge is +1. Its HOMO energy (spin up / spin down) is -14.18 / -14.21 eV. The calculation puts the relative energy (zero: lowest compared OMol25 entry of this formula, charge and spin) at 52.6 kcal/mol. The spin multiplicity is 1.

---

Record 6
Molecular formula: C2HN5O
Method: DFT, wB97M-V/def2-TZVPD

Geometry as XYZ:
```
9
Properties=species:S:1:pos:R:3
O 1.402 -1.665 0.854
C 1.095 -0.622 0.330
N 0.720 -0.442 -0.993
C -0.490 0.050 -1.175
N -1.535 0.016 -0.214
N -1.295 0.515 0.974
N -0.147 1.158 1.294
N 0.991 0.589 1.117
H -0.741 0.401 -2.187
```

Its HOMO-LUMO gap is 0.30618 Eh. The calculation puts the electronic energy at -425.6703 Eh. The net charge is 0. Its HOMO energy is -10.46 eV. The calculation puts the relative energy (zero: lowest compared OMol25 entry of this formula, charge and spin) at 67.5 kcal/mol. The spin multiplicity is 1.

---

Repeat the second record exactly.
Molecular formula: C2HN3O3
Method: DFT, wB97M-V/def2-TZVPD

Geometry as XYZ:
```
9
Properties=species:S:1:pos:R:3
O 1.644 0.727 -0.880
C 0.504 0.222 -0.763
N -0.114 -0.848 -1.484
N -1.065 -1.582 -1.044
O -1.265 -1.670 0.465
N -0.718 -0.643 1.215
C -0.144 0.463 0.599
O 0.145 1.472 1.240
H 1.014 1.859 0.654
```

Its HOMO-LUMO gap is 0.30521 Eh. The calculation puts the electronic energy at -466.5986 Eh. The net charge is 0. Its HOMO energy is -10.12 eV. The calculation puts the relative energy (zero: lowest compared OMol25 entry of this formula, charge and spin) at 168.9 kcal/mol. The spin multiplicity is 1.

---

Which value of relative energy (zero: lowest compared OMol25 entry of this formula, charge and spin) does entry 5 give?
52.6 kcal/mol

---

Look up the net charge of the sixth one.
0